C23H20N4S in the gas phase at a distorted geometry, computed with ωB97M-V with the def2-TZVPD basis set.

Properties
* Kohn-Sham gap: 7.796 eV
* strongest force on any atom: 5.044 eV/A
* relative energy (zero: lowest compared OMol25 entry of this formula, charge and spin): 71.5 kcal/mol
* DFT total energy: -40968.192 eV
* SMILES string: NCCCc1nc(-c2csc3ccccc23)cn2cc(-c3ccccc3)nc12
* HOMO: -7.95 eV

Last columns: bonded neighbours and bond lengths (Å).
Element x y z (Å)
1 S -2.6099 -5.3890 -1.6437  C23 1.724, C25 1.811
2 N -1.7211 0.7893 -0.5646  C15 1.408, C18 1.385, C27 1.405
3 N 3.9286 0.6109 2.1555  C11 1.513, H30 0.965, H40 0.988
4 N 0.1839 -1.2904 -0.6316  C6 1.362, C14 1.352
5 N -0.3004 2.3013 0.2200  C18 1.320, C26 1.430
6 C 0.6258 -0.0123 -0.4663  N4 1.362, C18 1.509, C21 1.499
7 C -0.6680 5.1398 0.6470  C10 1.420, C13 1.369, H39 1.094
8 C -1.3920 -3.1013 -0.8834  C12 1.522, C14 1.508, C25 1.347
9 C 1.1603 -5.4750 0.7855  C20 1.403, C24 1.469, H47 1.058
10 C -1.6793 4.3537 0.0334  C7 1.420, C19 1.405, C26 1.477
11 C 4.2121 -0.4202 1.0845  N3 1.513, C22 1.557, H31 1.061, H37 1.036
12 C -0.6630 -4.3031 -0.3004  C8 1.522, C20 1.447, C23 1.385
13 C -0.7306 6.5075 0.6263  C7 1.369, C16 1.414, H44 1.044
14 C -1.1226 -1.6251 -0.7305  N4 1.352, C8 1.508, C15 1.422
15 C -2.0684 -0.5635 -0.7408  N2 1.408, C14 1.422, H38 1.099
16 C -1.6951 7.1135 -0.2111  C13 1.414, C17 1.393, H41 1.038
17 C -2.5783 6.2865 -0.9022  C16 1.393, C19 1.378, H45 1.080
18 C -0.4007 1.0742 -0.2570  N2 1.385, N5 1.320, C6 1.509
19 C -2.6256 4.9105 -0.8435  C10 1.405, C17 1.378, H36 1.061
20 C 0.5046 -4.2569 0.5535  C9 1.403, C12 1.447, H32 1.020
21 C 2.0646 0.3782 -0.3153  C6 1.499, C22 1.562, H34 1.074, H46 1.138
22 C 2.7781 -0.7084 0.5512  C11 1.557, C21 1.562, H35 1.071, H48 1.202
23 C -1.2105 -5.5276 -0.6464  S1 1.724, C12 1.385, C28 1.406
24 C 0.6634 -6.7341 0.2136  C9 1.469, C28 1.420, H29 1.105
25 C -2.4547 -3.5866 -1.5541  S1 1.811, C8 1.347, H42 1.084
26 C -1.6039 2.8821 0.1353  N5 1.430, C10 1.477, C27 1.376
27 C -2.5006 1.8720 -0.1248  N2 1.405, C26 1.376, H43 1.112
28 C -0.5463 -6.7612 -0.5295  C23 1.406, C24 1.420, H33 1.089
29 H 1.2278 -7.6841 0.2392  C24 1.105
30 H 3.4482 1.4126 1.9142  N3 0.965
31 H 4.8127 -1.1838 1.5101  C11 1.061
32 H 0.8812 -3.4110 0.9803  C20 1.020
33 H -0.9377 -7.6542 -1.0154  C28 1.089
34 H 2.5470 0.5451 -1.2599  C21 1.074
35 H 2.9438 -1.6213 0.0154  C22 1.071
36 H -3.4193 4.5400 -1.4414  C19 1.061
37 H 4.8186 0.0184 0.3682  C11 1.036
38 H -3.0907 -0.9573 -0.6484  C15 1.099
39 H -0.0536 4.5234 1.3100  C7 1.094
40 H 4.7743 0.8669 2.5982  N3 0.988
41 H -1.8754 8.1295 -0.3265  C16 1.038
42 H -3.0683 -2.7986 -1.9744  C25 1.084
43 H -3.5647 2.1018 -0.3504  C27 1.112
44 H 0.0112 7.1460 0.9883  C13 1.044
45 H -3.2876 6.7046 -1.6018  C17 1.080
46 H 2.1336 1.3706 0.2382  C21 1.138
47 H 2.0756 -5.5240 1.3130  C9 1.058
48 H 2.0730 -0.9894 1.4831  C22 1.202

Atomic partial charges in e from the Löwdin method, atoms 1 to 8: atom 1 (S): 1.009, atom 2 (N): 0.004, atom 3 (N): -0.005, atom 4 (N): 0.153, atom 5 (N): 0.154, atom 6 (C): -0.130, atom 7 (C): -0.031, atom 8 (C): -0.181